[1]
{"formula": "C16H17N3OS", "method": "ωB97M-V/def2-TZVPD", "symbols": ["C", "C", "C", "C", "C", "C", "C", "N", "C", "N", "C", "C", "S", "C", "O", "C", "C", "C", "C", "N", "C", "H", "H", "H", "H", "H", "H", "H", "H", "H", "H", "H", "H", "H", "H", "H", "H", "H"], "coordinates": [[3.999, 1.586, 1.635], [2.812, 1.665, 0.724], [2.528, 2.827, 0.019], [1.441, 2.883, -0.835], [0.620, 1.782, -0.994], [0.892, 0.613, -0.297], [-0.012, -0.596, -0.413], [-1.149, -0.452, 0.504], [-1.054, -0.485, 1.863], [0.021, -0.770, 2.516], [-0.205, -0.733, 3.853], [-1.470, -0.419, 4.222], [-2.468, -0.148, 2.837], [-2.322, -0.227, -0.146], [-3.381, -0.016, 0.401], [-2.028, -0.342, -1.628], [-2.842, -1.441, -2.327], [-1.791, -2.126, -3.199], [-0.546, -2.056, -2.323], [-0.618, -0.731, -1.720], [1.986, 0.562, 0.553], [3.790, 0.937, 2.482], [4.276, 2.571, 2.001], [4.853, 1.172, 1.097], [3.161, 3.694, 0.141], [1.230, 3.792, -1.378], [-0.223, 1.825, -1.664], [0.556, -1.494, -0.135], [0.613, -0.952, 4.515], [-1.874, -0.336, 5.210], [-2.189, 0.630, -2.110], [-3.673, -1.034, -2.897], [-3.240, -2.137, -1.587], [-2.058, -3.148, -3.459], [-1.633, -1.554, -4.112], [0.382, -2.145, -2.892], [-0.571, -2.853, -1.564], [2.186, -0.345, 1.104]], "lowdin_charge": [-0.050, -0.270, -0.051, -0.073, -0.026, -0.149, -0.202, 0.060, -0.542, 0.066, -0.246, -0.393, 1.104, -0.401, 0.023, -0.191, -0.109, -0.158, -0.168, -0.052, -0.007, 0.076, 0.075, 0.084, 0.109, 0.102, 0.103, 0.158, 0.100, 0.054, 0.152, 0.117, 0.124, 0.111, 0.115, 0.121, 0.125, 0.108], "homo_lumo_gap_ev": 9.23, "charge": 0, "de_lowest_ev": 0.265, "spin_multiplicity": 1, "total_energy_ha": -1257.6246, "lumo_energy_ev": 0.80, "fmax_ev_per_a": 1.14, "smiles": "Cc1cccc([C@H]2N(c3nccs3)C(=O)[C@@H]3CCCN32)c1"}

---

[2]
{"formula": "C16H17N5O5", "method": "ωB97M-V/def2-TZVPD", "symbols": ["C", "O", "C", "C", "C", "C", "N", "C", "C", "C", "N", "C", "C", "C", "O", "C", "N", "O", "O", "C", "N", "O", "N", "C", "C", "C", "H", "H", "H", "H", "H", "H", "H", "H", "H", "H", "H", "H", "H", "H", "H", "H", "H"], "coordinates": [[-5.573, 0.098, 0.463], [-5.045, 1.214, -0.214], [-3.716, 1.469, -0.115], [-2.806, 0.703, 0.607], [-1.467, 1.051, 0.630], [-1.004, 2.155, -0.077], [0.343, 2.530, -0.070], [1.429, 1.722, -0.106], [1.419, 0.364, -0.323], [2.582, -0.454, -0.331], [2.470, -1.771, -0.561], [1.245, -2.510, -0.710], [0.529, -2.731, 0.634], [-0.938, -3.131, 0.454], [-1.111, -4.409, -0.101], [3.863, 0.120, -0.115], [5.053, -0.607, -0.067], [6.096, -0.017, 0.133], [5.010, -1.838, -0.223], [3.916, 1.524, 0.064], [4.920, 2.357, 0.245], [4.386, 3.577, 0.349], [3.057, 3.572, 0.245], [2.715, 2.317, 0.066], [-1.924, 2.941, -0.772], [-3.257, 2.602, -0.792], [-6.639, 0.096, 0.238], [-5.432, 0.181, 1.545], [-5.128, -0.837, 0.107], [-3.125, -0.161, 1.168], [-0.785, 0.473, 1.233], [0.543, 3.521, -0.109], [0.472, -0.105, -0.521], [3.355, -2.280, -0.489], [1.508, -3.471, -1.157], [0.577, -1.986, -1.405], [1.046, -3.507, 1.200], [0.565, -1.809, 1.215], [-1.425, -3.176, 1.431], [-1.454, -2.372, -0.156], [-0.713, -4.435, -0.977], [-1.583, 3.819, -1.301], [-3.974, 3.201, -1.331]], "lowdin_charge": [-0.083, -0.080, -0.278, -0.013, -0.025, -0.241, 0.118, -0.170, 0.044, -0.152, 0.061, -0.181, -0.154, -0.285, -0.055, -0.060, -0.348, 0.083, 0.015, -0.156, 0.141, -0.045, 0.135, -0.161, -0.008, 0.006, 0.095, 0.097, 0.095, 0.103, 0.112, 0.152, 0.095, 0.112, 0.129, 0.122, 0.122, 0.104, 0.120, 0.113, 0.082, 0.117, 0.121], "homo_lumo_gap_ev": 7.53, "charge": 0, "spin_multiplicity": 1, "total_energy_ha": -1269.7078, "lumo_energy_ev": -0.73, "fmax_ev_per_a": 1.64, "smiles": "COc1ccc(Nc2cc(NCCCO)c([N+](=O)[O-])c3nonc23)cc1"}

---

[3]
{"formula": "C16H17N7S3Sn", "method": "ωB97M-V/def2-TZVPD", "symbols": ["Sn", "C", "S", "C", "S", "N", "N", "C", "C", "C", "C", "C", "C", "N", "H", "H", "H", "H", "H", "H", "H", "H", "C", "C", "N", "N", "C", "N", "S", "C", "C", "C", "C", "C", "N", "H", "H", "H", "H", "H", "H", "H", "H", "H"], "coordinates": [[-1.454, 0.781, -0.173], [1.069, 4.830, 3.539], [1.245, 4.538, 1.765], [0.553, 2.937, 1.635], [-1.114, 3.225, 1.368], [1.241, 1.868, 1.655], [0.440, 0.730, 1.428], [0.704, -0.227, 2.215], [-0.141, -1.436, 2.309], [0.222, -2.443, 3.178], [-0.667, -3.488, 3.406], [-1.887, -3.465, 2.765], [-2.160, -2.421, 1.890], [-1.307, -1.425, 1.646], [1.408, 5.852, 3.707], [0.027, 4.737, 3.832], [1.699, 4.131, 4.084], [1.524, -0.116, 2.918], [1.181, -2.403, 3.682], [-0.415, -4.287, 4.094], [-2.633, -4.231, 2.947], [-3.119, -2.376, 1.389], [1.932, -0.044, -3.323], [0.815, -0.186, -2.334], [0.500, 0.768, -1.543], [1.240, 1.904, -1.616], [0.516, 3.035, -1.782], [1.217, 4.181, -1.808], [-1.179, 3.024, -1.960], [-0.089, -1.373, -2.349], [0.304, -2.587, -2.867], [-0.650, -3.586, -3.024], [-1.967, -3.314, -2.705], [-2.274, -2.073, -2.174], [-1.352, -1.133, -1.964], [1.917, 0.949, -3.762], [1.865, -0.778, -4.118], [2.895, -0.153, -2.812], [2.226, 4.162, -1.784], [0.748, 5.053, -1.967], [1.335, -2.756, -3.156], [-0.367, -4.552, -3.428], [-2.750, -4.044, -2.869], [-3.299, -1.809, -1.935]], "lowdin_charge": [1.129, -0.317, 0.951, -1.165, 0.641, 0.005, -0.124, -0.037, -0.270, 0.009, -0.012, -0.017, -0.102, 0.036, 0.057, 0.051, 0.061, 0.147, 0.130, 0.130, 0.126, 0.119, 0.021, -0.215, -0.136, 0.074, -0.846, 0.127, 0.703, -0.231, 0.017, -0.003, -0.011, -0.102, -0.003, 0.093, 0.089, 0.118, 0.128, 0.113, 0.130, 0.131, 0.127, 0.126], "homo_lumo_gap_ev": [5.94, 5.48], "charge": 2, "de_lowest_ev": 0.348, "spin_multiplicity": 1, "total_energy_ha": -2411.4479, "lumo_energy_ev": [-8.67, -8.91], "fmax_ev_per_a": 0.76}